Entry 1:
16
Properties=species:S:1:pos:R:3:forces:R:3 method="wB97M-V/def2-TZVPD" max_force_ev_per_a=5.4 total_energy_ha=-322.0292 molar_mass_g_mol=99.1 charge=0 smiles=CCC(N)(N)C#N
C -1.5792 -0.4940 0.0478 -0.89 -0.35 -0.09
C 1.1572 -1.5254 -0.1203 -4.78 1.64 1.89
C 0.7153 -0.1607 0.5121 -0.10 -1.84 0.95
C -0.5616 0.4713 -0.1115 3.83 1.77 0.76
N -2.3817 -1.2516 0.3250 -0.87 -0.85 0.12
N -0.8750 1.6522 0.7876 -0.06 -0.14 -2.53
N -0.2172 0.6452 -1.5543 -3.52 0.17 0.24
H 0.6220 -2.2985 0.4097 0.32 -0.63 -0.16
H 2.1361 -1.5242 -0.0759 4.99 -0.82 0.74
H 0.9392 -1.5089 -1.1346 -0.83 -0.14 -1.89
H 1.6103 0.4161 0.4941 0.31 1.52 -0.69
H 0.5639 -0.2227 1.6230 -0.21 -0.44 -0.93
H 0.0075 2.0357 1.0743 0.00 0.19 0.44
H -1.4990 1.4558 1.5466 -0.03 -0.27 0.23
H 0.4536 1.3365 -1.7971 0.87 0.68 0.60
H -1.0913 0.9733 -2.0265 0.97 -0.48 0.31

Entry 2:
10
Properties=species:S:1:pos:R:3:forces:R:3 method="wB97M-V/def2-TZVPD" max_force_ev_per_a=14.4 total_energy_ha=-346.4684 molar_mass_g_mol=89.1 charge=0
C 0.1688 0.5515 -0.5738 3.67 -2.34 4.32
C 0.0612 -0.4752 0.3150 -0.66 -0.41 -1.05
C 1.0729 -1.0704 1.0880 0.27 -0.30 1.29
H -1.0899 1.8859 -1.7413 1.92 -3.41 2.15
H -1.9684 0.7554 -0.6176 4.72 -0.15 -2.04
H 1.0621 1.1304 -0.5993 0.87 -0.06 -0.38
H 0.4746 -1.7106 1.8384 1.61 -0.01 -0.33
N -0.8610 0.9202 -1.1492 -12.39 5.99 -4.20
O 2.2845 -0.8560 1.0285 -1.48 -0.45 0.28
F -1.2048 -1.1313 0.4111 1.47 1.14 -0.04

Entry 3:
21
Properties=species:S:1:pos:R:3:forces:R:3 method="wB97M-V/def2-TZVPD" max_force_ev_per_a=1.6 total_energy_ha=-783.7257 molar_mass_g_mol=134.2 charge=0 smiles=CSC.O.O.O.O
C 2.7045 0.3910 2.1587 0.31 0.25 -1.56
S 1.8882 0.4674 0.4930 -0.08 0.21 0.28
C 3.2340 0.2002 -0.6608 1.35 -0.85 -0.28
H 1.9415 0.0091 2.8191 0.09 0.01 0.36
H 3.0710 1.3832 2.4023 -0.31 0.10 0.31
H 3.5876 -0.2425 2.0973 -0.26 -0.37 0.12
H 4.1944 0.5480 -0.2746 -0.14 0.13 0.33
H 3.3837 -0.8737 -0.8708 -0.24 0.38 0.10
H 3.1683 0.6991 -1.6305 -0.72 0.11 0.26
H -3.9842 1.2623 1.1267 -0.01 0.18 -0.10
H -3.0343 0.1706 1.5453 0.81 -0.06 0.22
O -3.9133 0.3103 1.2149 -0.72 -0.20 -0.20
H -3.8382 -1.9798 -1.5047 -0.64 -0.39 -0.35
H -3.6562 -1.0631 -0.2912 -0.29 0.31 0.36
O -3.1953 -1.4869 -1.0169 0.92 0.19 -0.05
H -2.1362 0.8556 -0.9193 -0.24 -0.11 0.37
H -0.7210 1.1484 -0.9575 0.96 0.27 -0.27
O -1.4372 1.1860 -0.3361 -0.88 -0.04 -0.01
H -0.9439 -1.4927 -2.1357 -0.01 0.22 0.34
H -0.0797 -0.6516 -1.1672 -0.08 -0.36 0.48
O -0.2338 -0.8410 -2.0920 0.19 0.00 -0.73

Entry 4:
43
Properties=species:S:1:pos:R:3:forces:R:3 method="wB97M-V/def2-TZVPD" max_force_ev_per_a=0.2 total_energy_ha=-7969.4554 molar_mass_g_mol=520.0 charge=-1
Ga -0.8610 1.7848 -1.6082 -0.03 -0.07 -0.02
C -0.3998 2.4024 0.9421 0.03 0.04 0.01
C -1.5546 1.6389 0.6633 -0.02 0.05 -0.03
C -2.4702 2.4783 -0.0285 0.00 0.00 0.00
C -1.8666 3.7541 -0.1537 0.01 0.01 0.05
C -0.6002 3.7044 0.4486 -0.02 0.01 0.04
H 0.4912 2.0429 1.4375 0.00 -0.01 -0.02
H -1.7221 0.6059 0.9302 -0.03 0.00 -0.05
H -3.4418 2.1678 -0.3801 0.01 0.02 0.03
H -2.3041 4.6106 -0.6464 0.00 -0.01 -0.01
H 0.1216 4.5075 0.4753 0.01 0.00 -0.01
O 6.3472 -1.2729 0.9250 -0.04 0.03 0.01
C 5.2658 -1.8990 0.2233 0.02 -0.01 -0.01
C 4.0892 -0.9326 0.0780 0.05 0.04 0.02
C 3.5586 -0.5115 1.4578 0.02 0.01 -0.01
O 4.4347 0.3387 2.1748 0.06 -0.02 -0.01
C 4.5088 0.2739 -0.7627 -0.02 0.01 0.03
Se 2.9547 1.3714 -1.2154 0.01 0.00 0.02
C 3.0036 -1.6992 -0.6780 -0.01 -0.01 -0.02
Se 1.5435 -0.5229 -1.2592 -0.05 0.02 -0.04
H 7.0451 -1.9203 1.0531 0.01 0.00 0.01
H 4.9327 -2.7888 0.7694 -0.01 0.00 0.00
H 5.6031 -2.2091 -0.7721 -0.01 0.00 0.00
H 3.3425 -1.4235 2.0332 -0.01 -0.01 -0.01
H 2.6250 0.0361 1.3355 -0.01 -0.02 -0.01
H 5.3112 -0.0642 2.1375 0.00 0.02 0.02
H 4.9949 -0.0581 -1.6809 0.00 -0.02 0.01
H 5.1864 0.9212 -0.2087 0.02 -0.02 0.00
H 2.5473 -2.4658 -0.0489 0.01 -0.01 0.01
H 3.4288 -2.1802 -1.5595 0.00 -0.01 0.01
C -5.9605 0.4538 0.6558 -0.02 -0.03 0.01
C -5.2784 -0.5818 -0.1942 0.00 0.05 0.01
C -5.7946 -1.8591 -0.3577 -0.02 -0.02 0.00
C -5.0560 -2.7046 -1.1729 0.01 -0.02 -0.02
N -3.9259 -2.3587 -1.7583 -0.01 0.04 0.04
C -3.4819 -1.0923 -1.5386 0.10 -0.09 -0.11
S -1.9932 -0.6314 -2.2909 -0.10 0.02 0.02
N -4.1508 -0.2018 -0.7793 0.01 0.01 0.04
H -6.8887 0.0743 1.0841 0.00 0.01 0.00
H -6.1779 1.3393 0.0574 0.00 0.00 0.00
H -5.2948 0.7659 1.4614 0.01 0.01 -0.01
H -6.7151 -2.1739 0.1144 0.00 0.00 0.00
H -5.3975 -3.7204 -1.3636 -0.01 0.00 0.01

Entry 5:
97
Properties=species:S:1:pos:R:3:forces:R:3 method="wB97M-V/def2-TZVPD" max_force_ev_per_a=4.4 total_energy_ha=-3657.3446 molar_mass_g_mol=684.8 charge=+2
Ti -1.2216 2.3131 1.4443 -1.40 -1.39 1.52
C -0.9187 -1.9961 2.8743 -0.91 1.29 0.13
C -0.3562 -1.0585 2.0793 -0.99 0.39 -0.11
C 0.0771 -1.0905 0.6407 0.52 0.26 -0.94
C -0.7928 -0.6861 -0.5684 0.68 -1.19 -0.05
C -2.1288 -1.3108 -0.7247 -0.59 0.36 0.60
C -2.6279 -2.2834 0.0425 -0.13 -0.71 -0.54
C -1.8854 -3.2622 0.9401 -0.30 -0.38 -0.23
C -1.9447 -2.9926 2.4330 0.81 -1.10 0.04
C -2.9181 2.6066 0.4173 0.43 -0.10 0.14
H -0.8683 -1.8732 3.9632 -0.14 0.40 -0.35
H -0.2718 -0.0301 2.4945 1.04 -0.45 0.61
H 0.5451 -2.0519 0.3842 -0.45 0.48 0.25
H 0.9211 -0.3642 0.5840 -0.27 -0.64 0.15
H -0.8478 0.4119 -0.6497 -0.23 0.65 -0.04
H -0.2010 -0.9587 -1.4842 -0.36 0.49 0.92
H -2.7316 -0.8891 -1.5331 -0.10 -0.08 0.35
H -3.6594 -2.6082 -0.1499 0.35 0.30 -0.04
H -0.8371 -3.3892 0.6458 -0.43 -0.11 -0.08
H -2.3870 -4.2304 0.7877 0.28 0.26 -0.16
H -2.9533 -2.6455 2.7081 0.41 0.24 0.08
H -1.8338 -3.9321 2.9935 0.09 0.13 -0.18
H -3.8103 2.5948 1.0440 0.03 0.17 0.02
H -2.9491 1.7508 -0.2795 0.14 -0.02 0.10
H -2.7878 3.5400 -0.1442 -0.08 0.02 0.03
P 0.5590 -0.3593 -3.6144 0.92 -0.72 -4.22
P 3.2666 -0.4197 -0.6456 3.20 -2.24 -0.67
N -0.2333 -1.6725 -4.5000 -0.88 -0.07 0.74
N 1.2110 0.3767 -5.1506 -0.06 0.83 0.77
N 3.4095 -2.1702 -0.4750 -0.99 -0.30 0.93
N 5.0568 -0.2207 -0.4956 -0.30 1.33 0.16
C 2.0648 -1.2996 -3.1578 0.34 -0.14 0.47
C 3.1668 -0.4248 -2.4983 -0.14 0.27 -0.24
C -1.6283 -1.8183 -4.4763 0.33 -0.73 -0.54
C -1.9859 -2.8567 -5.3205 0.34 0.72 0.42
C -0.7968 -3.3610 -5.9131 1.13 1.09 0.95
C 0.2666 -2.6268 -5.3836 -1.08 -0.57 -0.17
C 0.9568 1.7031 -5.5152 0.66 -0.16 -0.90
C 1.5357 1.9606 -6.7581 -0.41 -0.58 0.98
C 2.1525 0.7488 -7.1909 -0.32 -0.53 1.25
C 1.9544 -0.1891 -6.1830 0.08 0.70 -0.39
C 2.6052 -2.8404 0.4592 0.29 -0.43 -0.40
C 2.6057 -4.1912 0.1757 0.15 0.64 0.45
C 3.5332 -4.3978 -0.8794 0.30 1.29 -0.69
C 3.9837 -3.1431 -1.2922 -0.38 -0.81 0.46
C 6.1382 -1.1099 -0.5574 0.27 0.46 -0.28
C 7.3183 -0.3898 -0.6663 -1.23 0.03 0.26
C 6.9721 0.9992 -0.6267 -0.88 -0.29 -0.01
C 5.5903 1.0767 -0.5261 0.84 -0.75 -0.06
H 2.4890 -1.7645 -4.0674 -0.30 0.22 0.54
H 1.7495 -2.1296 -2.4966 0.15 0.23 -0.23
H 4.1497 -0.7468 -2.8758 -0.29 0.28 0.20
H 3.0341 0.6378 -2.7569 0.19 -0.20 -0.27
H -2.2316 -1.1545 -3.8756 0.02 -0.06 -0.07
H -2.9813 -3.2162 -5.5145 -0.09 0.10 0.04
H -0.6966 -4.1450 -6.6434 -0.05 -0.06 0.03
H 1.3187 -2.7326 -5.5809 -0.18 -0.08 0.08
H 0.3920 2.3475 -4.8628 -0.04 0.02 0.00
H 1.5329 2.8947 -7.3009 -0.14 -0.06 0.15
H 2.6790 0.5633 -8.1183 -0.07 0.07 0.19
H 2.2945 -1.2069 -6.1367 0.03 0.14 -0.10
H 2.2097 -2.3078 1.3196 0.07 -0.19 -0.37
H 2.0107 -4.9386 0.6847 0.33 0.04 0.09
H 3.8829 -5.3419 -1.2770 -0.20 0.16 -0.02
H 4.7531 -2.8871 -2.0116 -0.43 -0.07 -0.02
H 5.9984 -2.1788 -0.5033 0.04 0.28 0.06
H 8.3094 -0.8183 -0.7433 -0.19 0.08 0.10
H 7.6634 1.8292 -0.6506 -0.14 -0.04 -0.03
H 4.9318 1.9285 -0.4621 0.06 0.07 -0.03
C -5.1632 1.9519 3.3003 0.33 0.42 -0.24
Si -3.5748 1.4033 4.1300 -2.09 -0.86 1.31
C -3.6134 1.9255 5.9468 0.39 0.46 -0.19
C -3.6982 -0.4661 4.2486 0.46 -0.02 -0.38
C -1.9636 2.0108 3.3353 1.11 0.44 -2.42
Si -1.4660 3.8244 3.5866 -1.20 1.11 2.87
C -0.3943 3.9174 5.1160 0.54 -0.26 -0.36
C -0.4727 4.4158 2.0415 0.66 -1.18 -0.96
C -2.9145 4.9994 3.8675 0.19 -0.04 -0.80
H -6.0100 1.5297 3.8666 0.37 0.09 -0.13
H -5.2323 1.5694 2.2764 -0.14 -0.02 0.10
H -5.2909 3.0394 3.2731 -0.09 -0.10 -0.02
H -4.3834 1.3192 6.4489 0.21 0.18 -0.26
H -2.6579 1.7278 6.4498 -0.19 -0.02 -0.01
H -3.8629 2.9811 6.1001 0.04 -0.16 0.07
H -4.4118 -0.8578 3.5178 0.10 0.05 0.01
H -2.7327 -0.9321 4.0528 -0.16 -0.11 0.15
H -4.0391 -0.7722 5.2472 0.13 0.22 -0.24
H -1.1807 1.4281 3.8401 0.28 -0.15 -0.12
H 0.4978 3.2781 5.0433 -0.16 0.18 0.12
H -0.0613 4.9516 5.2815 -0.09 -0.21 -0.05
H -0.9672 3.6003 5.9981 0.03 0.07 -0.29
H 0.3009 3.7071 1.5217 -0.46 1.21 0.48
H -1.0596 4.9552 1.2823 0.28 -0.07 0.02
H 0.1731 5.1308 2.5799 -0.08 -0.18 -0.38
H -3.4964 5.1490 2.9513 -0.05 0.07 0.13
H -3.6068 4.6613 4.6474 0.32 -0.10 -0.13
H -2.5215 5.9808 4.1709 -0.05 -0.24 -0.07

Entry 6:
70
Properties=species:S:1:pos:R:3:forces:R:3 method="wB97M-V/def2-TZVPD" max_force_ev_per_a=4.0 total_energy_ha=-3163.3972 molar_mass_g_mol=513.5 charge=0
Ti 0.0875 0.1295 -0.9153 1.41 -1.03 -3.60
N 0.3379 1.1121 -2.8509 0.50 0.08 -0.38
C -0.6118 2.0582 -3.4359 -0.55 0.27 -0.15
C -2.0351 1.5741 -3.1460 0.42 0.15 -0.17
N -2.1924 1.3824 -1.7068 -0.15 -0.78 0.25
C -2.9399 2.4311 -1.0298 0.04 0.50 0.17
C -2.1487 3.7422 -0.9597 -0.28 -0.04 0.00
N -0.7797 3.4611 -0.5612 -0.05 0.11 0.27
H 1.2987 1.4652 -2.9044 -0.42 -0.24 0.00
H 0.3136 0.2215 -3.3652 0.22 0.36 0.12
H -0.4718 2.1625 -4.5214 0.05 -0.01 0.21
H -0.4533 3.0229 -2.9520 0.04 -0.08 -0.12
H -2.1971 0.6216 -3.6616 -0.03 0.14 0.11
H -2.7600 2.3014 -3.5335 0.04 -0.08 0.00
H -2.6477 0.4880 -1.5369 -0.09 0.24 -0.05
H -3.1366 2.0916 -0.0077 -0.01 -0.02 -0.08
H -3.9137 2.6269 -1.5145 0.20 -0.08 0.12
H -2.6827 4.4233 -0.2735 0.07 -0.14 -0.20
H -2.1266 4.2280 -1.9404 -0.08 -0.01 0.00
H -0.7881 2.8988 0.2883 0.21 0.13 -0.14
H -0.2794 4.3231 -0.3715 0.01 -0.11 0.09
C -0.4444 -4.6500 -3.9421 -0.18 0.02 0.22
C -1.3608 -4.6495 -2.7262 -0.21 -0.22 -0.34
O -0.7088 -4.2556 -1.5484 0.21 0.29 0.47
P 0.1990 -2.8419 -1.5565 0.32 -1.59 -0.02
S -1.2861 -1.4903 -2.0224 -0.30 0.55 0.04
S 2.0905 -0.6690 -1.2772 -1.70 0.47 0.36
O 0.1188 -2.6492 0.0802 -0.17 0.06 -0.25
C 0.6722 -3.6811 0.8886 0.26 -0.23 0.39
C 2.1715 -3.5140 1.0506 -0.28 0.19 -0.15
H -0.9485 -5.1266 -4.7782 -0.01 -0.03 -0.17
H 0.4730 -5.1866 -3.7136 0.10 -0.08 -0.06
H -0.1890 -3.6253 -4.2129 0.06 -0.04 -0.13
H -1.7541 -5.6514 -2.5225 0.02 0.11 -0.14
H -2.2119 -3.9785 -2.9098 0.01 -0.12 0.02
H 0.4296 -4.6530 0.4458 -0.05 0.10 0.17
H 0.1598 -3.5944 1.8528 0.06 -0.09 -0.08
H 2.6475 -3.5879 0.0748 0.17 -0.05 -0.02
H 2.5657 -4.2814 1.7118 0.09 -0.09 0.07
H 2.3847 -2.5270 1.4573 0.10 -0.03 0.02
C -1.4934 0.1509 3.8829 0.03 -0.23 0.04
C -0.9894 -0.8554 2.8390 -0.20 0.24 -0.08
C -1.9490 -0.8788 1.6506 0.09 -0.14 -0.03
C 0.4686 -0.5049 2.5933 -0.10 0.28 -0.36
C 1.3953 -1.0335 3.4831 0.16 0.03 -0.06
C 2.6995 -0.5804 3.5267 -0.10 -0.05 0.13
C 3.0511 0.5109 2.7570 -0.07 -0.15 -0.05
C 2.1681 1.0786 1.8508 -0.20 0.08 -0.08
C 2.5827 2.4067 1.2396 -0.22 0.07 -0.19
C 2.5230 2.4798 -0.2865 0.14 -0.16 0.15
C 1.7570 3.5251 1.8927 0.22 -0.15 -0.03
C 0.8930 0.4840 1.6766 1.39 -0.59 1.99
O 0.0899 0.8519 0.6748 -0.74 1.43 1.56
H -2.5263 -0.0557 4.1569 -0.13 0.00 0.03
H -1.4298 1.1640 3.4898 -0.02 0.13 -0.06
H -0.8751 0.0971 4.7750 0.01 0.08 0.16
H -1.0182 -1.8459 3.3048 0.10 -0.01 -0.07
H -2.1299 0.1302 1.2721 -0.06 -0.08 0.03
H -2.9050 -1.2976 1.9692 -0.05 0.01 0.01
H -1.5599 -1.5069 0.8485 -0.19 0.09 0.07
H 1.0795 -1.8167 4.1579 -0.08 -0.10 0.07
H 3.4195 -1.0324 4.1913 0.05 -0.05 0.10
H 4.0430 0.9289 2.8569 0.06 0.10 -0.03
H 3.6279 2.5707 1.5303 -0.13 -0.09 -0.04
H 1.4871 2.4005 -0.6355 0.31 0.22 -0.05
H 3.0988 1.6524 -0.7051 -0.08 0.20 -0.08
H 2.9544 3.4218 -0.6303 -0.09 0.09 -0.03
H 0.6938 3.3589 1.7401 -0.13 0.02 -0.02
H 2.0270 4.4970 1.4800 -0.01 0.09 -0.03
H 1.9360 3.5426 2.9660 -0.02 0.04 0.09

no.,highest occupied orbital energy (eV)
1,-9.80
2,-8.56
3,-8.58
4,-3.77
5,-11.50
6,-7.34